# C27H39InN2O5

A molecular structure, C27H39InN2O5 in a non-equilibrium geometry (ωB97M-V/def2-TZVPD, the OMol25 dataset).

The geometry in XYZ format:
```
74
Properties=species:S:1:pos:R:3
O -0.35892 0.69392 -2.06327
C 0.71933 0.57998 -3.06464
C -0.00159 1.55116 -3.98938
H 0.81729 -0.44473 -3.44607
H 1.66332 0.94598 -2.63765
C -1.03816 1.69303 -2.87399
H -0.43879 1.07102 -4.85717
H 0.55086 2.45059 -4.26054
C -2.40439 1.16695 -3.24403
H -2.32784 0.12945 -3.58822
H -2.84744 1.77360 -4.04205
H -3.06976 1.20313 -2.37744
C -1.05437 3.07550 -2.27849
H -0.04829 3.50336 -2.23523
H -1.48642 3.09097 -1.27447
H -1.67152 3.71931 -2.91884
In 0.38777 -0.15029 0.24066
C 0.66455 2.81075 2.34670
C 1.60270 1.76693 2.28553
C 2.03948 1.63418 0.91248
H 1.98089 1.20013 3.12930
C 1.38243 2.68539 0.16627
C 0.53726 3.38472 1.04728
H -0.07623 4.25150 0.79813
H 0.16741 3.15015 3.25568
H 2.90519 1.05660 0.58307
H 1.57350 2.92197 -0.87729
C -2.18540 0.65342 2.72380
C -2.35872 1.84659 1.97908
C -2.55144 1.50288 0.62047
H -2.36518 2.85907 2.39379
C -2.41095 0.08452 0.50228
C -2.23607 -0.43975 1.82784
H -2.22471 -1.49754 2.09148
H -2.07449 0.59707 3.80579
H -2.85163 2.18136 -0.17972
H -2.55584 -0.50254 -0.40422
O 0.34485 -0.36514 -6.00087
C -0.19340 0.52244 -7.03921
C 0.15925 -0.01564 -8.44062
H 0.26561 1.52045 -6.90068
H -1.28761 0.62719 -6.90829
C 1.22920 -1.10199 -8.16857
H 0.56971 0.78907 -9.06501
H -0.72566 -0.46612 -8.91453
C 1.08958 -1.42239 -6.65691
H 2.22691 -0.68948 -8.38803
H 1.02822 -1.98850 -8.78140
H 2.07743 -1.54262 -6.17555
H 0.51258 -2.35976 -6.53113
C -1.14032 -1.66680 6.32697
C -0.55199 -2.70924 5.39664
C 0.83039 -2.37323 4.74841
C 1.97943 -2.20763 5.79501
C 1.87463 -1.07096 6.79595
C 1.20777 -3.62768 3.91501
O 1.61259 -4.67261 4.38733
N 1.00459 -3.53175 2.52933
C 0.81202 -2.36229 1.83566
O 0.73173 -2.38701 0.56255
N 0.70666 -1.20850 2.50358
C 0.66448 -1.11846 3.85635
O 0.44673 -0.00656 4.37097
H -0.77729 -1.80458 7.35148
H -2.23163 -1.76612 6.34174
H -0.88764 -0.65678 5.98501
H -0.43804 -3.66546 5.93058
H -1.25166 -2.89844 4.56656
H 2.06574 -3.15971 6.34325
H 2.91764 -2.10114 5.22518
H 1.20061 -1.32639 7.61997
H 2.86657 -0.87695 7.22385
H 1.52009 -0.16081 6.30237
H 1.18638 -4.34877 1.96009
```

largest force on an atom: 2.83 eV/Å
HOMO-LUMO gap: 5.33 eV
ΔE to the lowest compared entry with this formula, charge and spin: 1.161 eV
total charge: 0
total energy: -47019.421 eV